DFT (ωB97M-V with the def2-TZVPD basis set) results for a 5-piece molecular cluster, C24H56N2O5 overall in a non-equilibrium geometry.

As for the total charge: -1. The calculation puts the maximum force at 3.1 eV/A. As for the gap between HOMO and LUMO (alpha / beta): 1.788 / 8.338 eV. As for the expectation value of S²: 0.750. For the LUMO energy (alpha / beta), the calculation gives 0.0928 / 0.0903 Ha. As for the calculated total energy: -1433.53902 Eh. As for the multiplicity: 2.

Cartesian coordinates (Å):
C1 -26.610 0.980 0.140
C2 -27.570 -0.272 0.332
C3 -28.975 0.137 -0.006
C4 -29.262 0.165 -1.477
C5 -28.847 -1.184 -2.044
C6 -27.407 -1.596 -1.921
N1 -27.211 -1.497 -0.443
O1 -25.951 -1.942 -0.185
C7 -27.329 -3.115 -2.354
C8 -26.483 -0.855 -2.821
C9 -27.544 -0.757 1.811
H1 -26.896 1.755 0.851
H2 -26.733 1.395 -0.860
H3 -25.531 0.860 0.226
H4 -29.716 -0.585 0.336
H5 -29.141 1.167 0.308
H6 -28.663 0.900 -2.013
H7 -30.271 0.543 -1.643
H8 -29.167 -1.248 -3.084
H9 -29.457 -1.962 -1.583
H10 -27.437 -3.313 -3.421
H11 -26.351 -3.546 -2.142
H12 -27.970 -3.703 -1.697
H13 -26.628 -1.078 -3.878
H14 -26.427 0.226 -2.696
H15 -25.495 -1.276 -2.637
H16 -28.055 -1.719 1.848
H17 -27.986 0.011 2.446
H18 -26.488 -0.859 2.062
H19 -26.091 -2.872 -0.379
C10 -21.190 3.144 -4.722
C11 -21.993 1.761 -4.910
C12 -22.691 1.801 -6.325
C13 -23.275 0.454 -6.698
C14 -22.146 -0.591 -6.737
C15 -21.350 -0.737 -5.358
N2 -21.035 0.610 -4.882
O2 -20.323 0.578 -3.681
C16 -22.295 -1.524 -4.386
C17 -20.117 -1.591 -5.688
C18 -23.054 1.741 -3.758
H20 -20.510 3.315 -5.556
H21 -20.466 3.045 -3.913
H22 -21.897 3.950 -4.525
H23 -23.513 2.513 -6.397
H24 -22.042 2.088 -7.153
H25 -23.751 0.481 -7.678
H26 -24.073 0.290 -5.974
H27 -21.423 -0.350 -7.516
H28 -22.585 -1.528 -7.082
H29 -23.368 -1.334 -4.409
H30 -22.204 -2.594 -4.573
H31 -21.937 -1.398 -3.364
H32 -20.293 -2.504 -6.257
H33 -19.451 -1.076 -6.380
H34 -19.433 -1.704 -4.846
H35 -23.737 2.580 -3.632
H36 -22.436 1.783 -2.861
H37 -23.672 0.843 -3.753
H38 -19.433 0.812 -3.954
C19 -24.465 -5.503 1.940
C20 -23.333 -5.826 0.963
O3 -22.124 -5.818 1.670
H39 -25.448 -5.495 1.468
H40 -24.392 -4.519 2.402
H41 -24.552 -6.172 2.796
H42 -23.234 -5.116 0.142
H43 -23.453 -6.813 0.516
H44 -21.428 -6.149 1.098
C21 -22.622 -0.725 -0.169
C22 -22.406 -2.263 -0.291
O4 -22.957 -2.862 0.908
H45 -22.388 -0.228 -1.110
H46 -22.099 -0.233 0.651
H47 -23.692 -0.634 0.019
H48 -21.322 -2.374 -0.321
H49 -22.807 -2.590 -1.250
H50 -22.477 -3.677 1.071
C23 -21.232 -2.326 3.647
C24 -22.663 -2.702 4.089
O5 -23.591 -1.836 3.491
H51 -21.135 -2.332 2.561
H52 -20.705 -3.235 3.936
H53 -20.854 -1.382 4.039
H54 -22.794 -2.710 5.171
H55 -22.903 -3.693 3.704
H56 -23.545 -1.912 2.535

Force components x, y, z for each atom (eV/Å):
-0.5 -0.4 -0.3
1.6 -0.4 0.5
-0.5 0.6 -0.9
1.4 0.2 -0.9
-2.3 -0.3 -1.4
-1.6 -0.5 0.5
-1.9 0.7 -1.6
1.9 -0.3 0.9
0.6 0.4 1.3
1.6 0.4 -0.3
0.8 0.7 -1.1
-0.1 0.0 0.1
-0.3 0.1 -0.1
-0.1 -0.7 0.3
0.1 0.2 0.9
-0.2 -0.2 0.9
0.3 0.4 0.2
-0.3 -0.8 -0.2
0.2 0.1 -0.4
0.0 -0.1 0.4
-0.6 0.3 0.1
0.4 0.3 -0.1
-0.6 0.0 -0.4
-0.5 0.0 0.0
-0.1 0.0 0.1
0.4 0.3 0.2
0.0 0.1 0.3
-0.1 -0.2 0.1
-0.1 -0.3 0.4
0.8 -0.4 0.5
0.2 -2.0 -0.1
-0.5 1.4 -0.7
0.1 -0.3 0.0
0.6 0.0 0.2
-0.1 0.2 0.9
-2.8 -0.9 -1.2
0.0 1.1 -1.5
0.0 -0.2 0.6
0.9 -0.4 0.2
1.1 1.2 -0.1
0.9 -0.5 0.2
-0.5 0.2 -0.5
-0.5 0.0 0.5
0.2 0.0 -0.2
0.1 0.4 0.7
0.7 0.1 0.3
0.0 0.2 -0.1
0.0 -0.8 0.0
0.1 0.4 -0.1
0.2 -0.4 0.5
0.1 0.5 -0.2
0.1 -0.1 -0.2
-0.1 0.1 0.1
-0.6 -0.3 0.7
-0.2 0.7 -0.3
-0.5 -0.7 0.3
0.2 0.3 -0.7
-0.2 -0.4 0.3
0.2 -0.1 0.1
0.2 0.0 0.1
-0.3 0.4 0.0
-0.6 -0.4 0.2
0.7 0.4 1.0
0.0 -0.1 -0.4
0.4 0.2 -0.3
0.4 -0.4 -0.2
-0.7 0.0 -0.2
-0.4 -0.1 -0.1
0.3 -0.1 -0.2
-0.9 -1.0 -0.2
0.8 2.1 1.1
0.1 0.5 -1.3
0.1 0.0 0.0
0.2 -0.3 0.0
-0.1 0.4 -0.1
0.1 -0.6 0.0
-0.4 -0.5 0.3
0.2 -0.3 0.2
-0.6 -1.4 0.3
0.4 0.5 -1.7
-1.1 1.1 1.0
-0.3 0.2 0.0
1.0 0.4 0.4
0.0 -0.3 0.2
0.0 0.3 0.0
0.4 -0.4 0.3
0.3 -0.4 -0.4